DFT (ωB97M-V/def2-TZVPD) results for C7H22CdN4O7 as an isolated structure.

```
41
Properties=species:S:1:pos:R:3
O -3.000 2.484 4.152
H -2.584 1.598 4.452
Cd 0.054 -0.302 0.491
N -0.072 0.952 -1.317
N 0.005 2.140 0.917
O 0.058 0.280 -2.532
O 0.362 2.594 2.034
C 0.071 2.280 -1.380
C 0.127 2.969 -0.134
C 0.224 3.001 -2.667
C 0.201 4.456 -0.008
H -0.158 2.404 -3.496
H 1.276 3.187 -2.917
H -0.294 3.961 -2.683
H 0.828 4.801 0.830
H -0.786 4.955 0.037
H 0.652 4.917 -0.898
H -0.845 0.229 -2.981
H -2.619 2.321 3.186
O 2.526 -0.146 0.372
H 2.852 0.775 0.389
H 2.569 -0.458 1.307
C -1.849 -0.690 1.052
H -1.612 -0.603 2.147
H -2.312 0.296 0.899
H -2.282 -1.651 0.539
O -2.091 -0.046 -4.035
H -2.958 0.207 -3.668
H -2.172 -1.007 -4.173
C 1.449 -5.356 1.774
O 1.520 -4.043 2.393
C 1.215 -3.017 1.605
O 1.245 -1.833 2.005
N 0.831 -3.362 0.348
N 0.677 -2.297 -0.599
H 0.447 -5.556 1.368
H 1.660 -6.049 2.585
H 2.212 -5.470 0.989
H 0.984 -4.300 -0.009
H 1.576 -2.071 -1.041
H 0.014 -2.553 -1.335
```

Values from the calculation:
**M**: 386.69 g/mol
**Highest occupied orbital energy**: -6.55 eV
**Relative energy (zero: lowest compared OMol25 entry of this formula, charge and spin)**: 129.10 kJ/mol
**Strongest force on any atom**: 4.99 eV/Å
**Calculated total energy**: -1193.12713 a.u.
**Multiplicity**: 1